Record 1
DFT (the ωB97M-V functional and the def2-TZVPD basis) results for one molecule with the formula C7H10N2O2 in a non-equilibrium geometry.

Geometry (Å):
1 O -0.784 -1.819 1.870
2 O 1.789 -2.667 0.615
3 N 0.154 0.894 -0.343
4 N 0.136 1.020 2.148
5 C -0.474 0.351 0.939
6 C 0.863 -2.070 0.107
7 C -0.169 -1.247 1.043
8 C -0.442 -1.188 -1.783
9 C 0.055 2.310 -0.313
10 C -0.596 0.158 -1.427
11 C 0.326 -2.126 -1.175
12 H -1.495 0.284 0.636
13 H 0.445 2.853 -1.192
14 H 1.126 0.546 -0.274
15 H -1.092 0.880 -1.998
16 H -0.811 -1.589 -2.665
17 H -0.191 0.578 3.050
18 H 1.058 0.537 2.187
19 H 0.599 2.608 0.608
20 H 0.500 -2.972 -1.873
21 H -0.996 2.660 -0.161

## Properties
Strongest force on any atom   4.08 eV/A
Total charge   0
Highest occupied orbital energy   -0.26628 Ha


Record 2
DFT (the ωB97M-V functional and the def2-TZVPD basis) results for C13H32ClINOP2Ti as an isolated structure in a non-equilibrium geometry.

Geometry (Å):
1 I 2.289 -1.570 -1.813
2 Ti -0.220 -0.564 -1.384
3 Cl -2.079 -0.514 -2.643
4 P -0.720 -2.793 -0.242
5 P 0.864 1.472 -2.490
6 O -0.375 0.422 0.169
7 N 0.679 1.313 1.923
8 C -0.181 2.932 -2.245
9 C 1.156 1.432 -4.278
10 C 2.484 1.994 -1.847
11 C -2.241 -2.609 0.736
12 C -0.017 1.669 4.276
13 C -1.710 1.812 1.622
14 C 2.574 -3.028 -3.485
15 C 0.817 2.177 3.103
16 C -2.231 1.405 3.005
17 C -0.435 1.154 1.225
18 C 0.489 -3.398 0.983
19 C -1.490 2.057 4.175
20 C -1.038 -4.281 -1.240
21 H -2.215 0.312 3.114
22 H 0.074 0.575 4.366
23 H 1.631 -3.072 -4.039
24 H -0.110 -4.619 -1.718
25 H -0.098 3.293 -1.211
26 H 0.537 3.208 2.829
27 H 1.395 2.449 -4.618
28 H 2.823 -3.975 -3.004
29 H 0.245 1.080 -4.775
30 H -2.450 1.592 0.838
31 H -2.053 -1.956 1.599
32 H 1.879 2.164 3.359
33 H -1.978 1.765 5.114
34 H 0.667 -2.625 1.743
35 H 0.096 -4.301 1.474
36 H 3.237 1.212 -2.010
37 H 1.446 -3.629 0.497
38 H -2.574 -3.597 1.083
39 H 1.511 0.884 1.509
40 H -3.287 1.697 3.064
41 H 2.427 2.198 -0.770
42 H -1.441 -5.083 -0.605
43 H 0.419 2.105 5.185
44 H -1.225 2.669 -2.450
45 H -3.020 -2.156 0.112
46 H -1.532 2.899 1.609
47 H 2.787 2.912 -2.370
48 H 1.982 0.753 -4.521
49 H 3.401 -2.668 -4.096
50 H -1.767 -4.035 -2.020
51 H -1.575 3.151 4.102
52 H 0.149 3.715 -2.942

## Properties
Strongest force on any atom   2.86 eV/A
Total charge   +3
Highest occupied orbital energy   -0.69647 Ha


Relative energy (zero: lowest compared OMol25 entry of this formula, charge and spin) for every record listed, in sequence, given in kcal per mole: 115.6 0.0.
Gap between HOMO and LUMO for every record listed, in sequence, given in eV: 7.606 7.343.
LUMO level for every record listed, in sequence, given in eV: 0.361 -11.609.